(1)
DFT (ωB97M-V with the def2-TZVPD basis set) results for a structure of composition C62H98Cl2F4N4O12V2 in a non-equilibrium geometry.

```
! wB97M-V def2-TZVPD RIJCOSX def2/J DEFGRID3
* xyz 0 3
O -0.59 -0.59 1.24
V -0.46 -1.69 2.37
O -3.87 -5.52 2.39
V -2.46 -5.14 2.78
Cl -2.95 -2.60 2.47
Cl -0.54 -0.04 4.28
O 0.74 -4.37 5.63
C -0.04 -4.19 4.62
O -1.09 -4.84 4.47
O 0.19 -3.28 3.80
H 1.38 -3.67 5.50
O 0.35 -5.08 -0.54
C -0.29 -4.58 0.45
O -1.06 -5.29 1.12
O -0.15 -3.37 0.87
H 0.00 -5.96 -0.69
C 7.18 -0.56 0.35
C 6.06 0.37 -0.08
C 5.93 1.57 0.95
C 7.04 2.62 0.74
C 7.08 3.17 -0.66
C 7.02 2.11 -1.74
N 6.11 0.98 -1.40
O 6.12 0.05 -2.42
C 6.39 2.72 -3.05
C 8.51 1.58 -1.96
C 4.77 -0.43 0.01
H 6.96 -0.98 1.33
H 8.17 -0.09 0.42
H 7.38 -1.39 -0.32
H 4.99 2.11 0.80
H 5.92 1.17 1.96
H 7.98 2.12 0.96
H 6.91 3.41 1.48
H 7.92 3.86 -0.65
H 6.19 3.79 -0.80
H 6.93 3.60 -3.40
H 6.30 1.99 -3.85
H 5.37 3.02 -2.80
H 9.23 2.23 -2.45
H 8.93 1.29 -1.00
H 8.52 0.65 -2.53
H 4.56 -0.81 1.01
H 4.82 -1.33 -0.60
H 3.84 0.00 -0.38
H 5.19 -0.11 -2.59
C -3.89 1.79 -0.82
C -2.96 2.95 -1.25
C -2.10 2.38 -2.37
C -1.35 3.39 -3.24
C -2.37 4.25 -3.93
C -3.26 5.00 -2.79
N -3.74 4.10 -1.73
O -4.58 4.69 -0.82
C -2.49 6.23 -2.23
C -4.58 5.59 -3.52
C -2.06 3.37 -0.08
H -3.26 0.93 -0.61
H -4.61 1.41 -1.55
H -4.47 2.05 0.07
H -1.37 1.66 -2.00
H -2.64 1.74 -3.07
H -0.83 2.86 -4.04
H -0.65 3.92 -2.60
H -3.05 3.70 -4.58
H -1.91 5.09 -4.45
H -2.03 6.88 -2.98
H -3.21 6.78 -1.63
H -1.65 5.87 -1.63
H -5.24 4.77 -3.80
H -5.12 6.16 -2.76
H -4.32 6.15 -4.43
H -1.31 4.14 -0.25
H -1.47 2.50 0.19
H -2.69 3.66 0.76
H -3.97 4.96 -0.13
C 2.97 -0.46 -3.02
C 1.44 -0.86 -2.90
C 0.66 -0.14 -4.02
C 0.87 -0.82 -5.42
C 0.60 -2.30 -5.33
C 1.27 -3.09 -4.16
N 1.23 -2.33 -2.86
O 1.87 -3.03 -1.88
C 0.39 -4.36 -4.04
C 2.70 -3.32 -4.58
C 0.98 -0.22 -1.55
H 3.21 0.59 -2.85
H 3.46 -0.82 -3.92
H 3.57 -1.03 -2.31
H -0.39 -0.17 -3.73
H 0.97 0.90 -4.11
H 1.90 -0.62 -5.72
H 0.32 -0.37 -6.25
H 0.94 -2.67 -6.29
H -0.48 -2.44 -5.37
H -0.62 -4.11 -3.73
H 0.31 -4.83 -5.02
H 0.88 -5.06 -3.37
H 3.15 -2.52 -5.17
H 3.45 -3.52 -3.81
H 2.75 -4.06 -5.39
H 1.32 0.81 -1.61
H 1.58 -0.70 -0.77
H -0.08 -0.40 -1.40
H 1.23 -3.71 -1.66
C -7.26 -2.78 -1.81
C -6.15 -3.57 -1.05
C -5.99 -4.92 -1.76
C -5.07 -4.97 -2.95
C -3.77 -4.25 -2.78
C -3.93 -2.77 -2.19
N -4.84 -2.83 -0.99
O -4.96 -1.57 -0.40
C -2.49 -2.41 -1.88
C -4.43 -1.77 -3.22
C -6.73 -3.92 0.35
H -7.06 -2.46 -2.84
H -7.61 -1.89 -1.29
H -8.18 -3.36 -1.88
H -5.70 -5.71 -1.06
H -6.94 -5.38 -2.06
H -5.47 -4.54 -3.87
H -4.94 -6.02 -3.23
H -3.28 -4.29 -3.75
H -3.18 -4.87 -2.10
H -1.86 -2.61 -2.74
H -2.24 -1.38 -1.62
H -2.09 -2.93 -1.01
H -3.63 -1.46 -3.88
H -5.26 -2.13 -3.84
H -4.66 -0.82 -2.74
H -6.59 -3.14 1.10
H -6.11 -4.73 0.74
H -7.77 -4.23 0.38
H -4.28 -1.70 0.27
F 3.19 2.01 2.13
C 2.63 2.92 1.36
C 2.74 2.97 -0.04
C 2.07 3.94 -0.77
C 1.39 4.99 -0.08
C 1.21 4.88 1.28
C 1.79 3.83 2.00
H 3.32 2.25 -0.60
H 2.17 3.96 -1.85
H 0.96 5.78 -0.68
H 0.87 5.73 1.85
H 1.73 3.76 3.08
F -1.82 6.08 2.33
C -2.25 5.58 3.55
C -1.75 4.32 3.94
C -1.94 3.89 5.28
C -2.67 4.77 6.16
C -3.17 5.96 5.77
C -2.97 6.39 4.41
H -1.15 3.71 3.27
H -1.57 2.93 5.60
H -2.70 4.49 7.20
H -3.80 6.57 6.42
H -3.41 7.27 3.98
F 1.91 -1.24 2.30
C 2.91 -1.91 2.82
C 3.64 -1.34 3.86
C 4.69 -2.07 4.40
C 4.91 -3.32 3.92
C 4.11 -3.88 2.92
C 3.21 -3.15 2.22
H 3.47 -0.35 4.25
H 5.37 -1.76 5.18
H 5.80 -3.83 4.26
H 4.28 -4.90 2.63
H 2.43 -3.55 1.59
F -4.11 -1.72 11.02
C -3.33 -1.69 9.89
C -2.42 -2.70 9.63
C -1.68 -2.67 8.41
C -1.89 -1.61 7.57
C -2.85 -0.61 7.80
C -3.60 -0.71 8.91
H -2.32 -3.51 10.34
H -1.12 -3.51 8.03
H -1.28 -1.48 6.69
H -2.95 0.14 7.03
H -4.35 0.00 9.22
*
```

HOMO level (alpha / beta) in hartree: -0.27463 / -0.27463
⟨S²⟩: 2.05
DFT total energy in eV: -183701.20750
Gap between HOMO and LUMO (alpha / beta) in eV: 4.44 / 4.96

(2)
DFT (ωB97M-V with the def2-TZVPD basis set) results for a cluster of 16 separate species, C63H127N3O45P6 in total in a non-equilibrium geometry.

```
! wB97M-V def2-TZVPD RIJCOSX def2/J DEFGRID3
* xyz 0 1
C 0.58 -10.71 -5.49
C -0.62 -10.17 -4.79
N -1.56 -9.74 -4.29
H 0.54 -11.80 -5.53
H 1.44 -10.26 -4.99
H 0.51 -10.34 -6.51
C 0.78 4.92 9.98
C 1.03 3.59 10.67
N 1.24 2.53 11.11
H 0.43 4.75 8.96
H 1.67 5.55 9.96
H 0.00 5.25 10.65
C -1.91 5.35 -1.88
C -1.49 6.42 -2.76
N -1.15 7.25 -3.48
H -2.00 5.56 -0.82
H -1.27 4.47 -1.86
H -2.85 5.00 -2.31
C 1.45 -6.56 9.56
C 2.24 -7.39 10.49
O 2.02 -7.07 11.88
P 0.84 -7.68 12.81
O 0.52 -7.07 14.17
O -0.40 -7.65 11.77
C -1.50 -6.77 11.96
C -1.27 -5.28 11.57
O 1.26 -9.24 12.78
C 0.43 -10.12 13.48
C 0.39 -11.54 12.78
H 0.42 -6.91 9.50
H 1.37 -5.52 9.90
H 1.81 -6.60 8.53
H 2.15 -8.47 10.35
H 3.29 -7.13 10.34
H -2.26 -7.15 11.28
H -1.98 -6.91 12.93
H -2.15 -4.66 11.44
H -0.73 -4.65 12.27
H -0.73 -5.23 10.62
H 0.91 -10.19 14.46
H -0.57 -9.80 13.75
H -0.39 -12.15 13.24
H -0.06 -11.41 11.80
H 1.33 -12.09 12.81
C -2.75 -0.31 3.21
C -1.65 0.46 2.46
O -0.42 -0.27 2.58
P 0.21 -0.98 1.28
O 1.35 -1.88 1.58
O -1.04 -1.68 0.44
C -0.66 -2.16 -0.79
C -1.14 -1.16 -1.82
O 0.56 0.30 0.24
C 1.54 1.16 0.63
C 2.77 1.09 -0.33
H -2.61 -0.17 4.29
H -3.74 0.09 2.98
H -2.74 -1.36 2.93
H -1.85 0.69 1.41
H -1.50 1.45 2.89
H 0.40 -2.42 -0.90
H -1.10 -3.15 -0.96
H -0.50 -0.28 -1.76
H -1.03 -1.61 -2.81
H -2.14 -0.82 -1.54
H 1.13 2.17 0.57
H 1.88 0.85 1.61
H 3.62 1.53 0.19
H 3.07 0.07 -0.58
H 2.62 1.62 -1.26
C 10.12 -8.84 -7.75
C 10.25 -8.40 -6.32
O 10.47 -7.04 -6.28
P 10.15 -6.22 -4.92
O 8.77 -6.28 -4.43
O 11.40 -6.68 -3.92
C 12.74 -6.59 -4.33
C 13.74 -7.49 -3.57
O 10.67 -4.75 -5.36
C 10.02 -3.61 -4.83
C 10.75 -3.16 -3.60
H 9.99 -9.92 -7.77
H 9.28 -8.37 -8.25
H 11.04 -8.64 -8.31
H 9.39 -8.70 -5.71
H 11.10 -8.96 -5.94
H 12.77 -7.02 -5.34
H 13.07 -5.55 -4.30
H 14.02 -7.06 -2.61
H 13.30 -8.47 -3.36
H 14.61 -7.69 -4.20
H 9.92 -2.83 -5.58
H 8.98 -3.76 -4.56
H 10.76 -3.94 -2.84
H 11.79 -2.92 -3.84
H 10.30 -2.25 -3.19
C -14.15 6.71 7.47
C -12.61 6.44 7.56
O -11.85 7.56 7.16
P -11.38 7.81 5.65
O -12.34 7.67 4.56
O -9.97 6.94 5.58
C -9.47 6.39 4.38
C -8.89 7.51 3.49
O -10.90 9.37 5.71
C -11.81 10.41 5.80
C -11.33 11.34 6.93
H -14.42 7.71 7.83
H -14.61 6.69 6.49
H -14.54 5.93 8.13
H -12.44 6.22 8.61
H -12.23 5.60 6.98
H -8.76 5.57 4.45
H -10.30 5.92 3.85
H -8.27 8.16 4.10
H -8.44 7.15 2.57
H -9.71 8.08 3.05
H -11.75 10.86 4.81
H -12.86 10.14 5.94
H -11.28 10.83 7.89
H -10.31 11.69 6.77
H -11.98 12.20 7.09
C 7.18 11.67 -11.62
C 7.32 11.92 -10.13
O 8.65 12.04 -9.75
P 9.48 10.70 -9.40
O 9.34 9.47 -10.26
O 10.99 11.28 -9.34
C 11.25 12.36 -8.50
C 11.59 13.58 -9.36
O 8.99 10.54 -7.84
C 9.24 9.38 -7.13
C 8.09 9.15 -6.19
H 6.15 11.73 -11.97
H 7.75 12.43 -12.16
H 7.62 10.69 -11.83
H 6.84 12.89 -9.96
H 6.73 11.18 -9.59
H 10.59 12.52 -7.65
H 12.18 12.08 -8.02
H 11.10 13.66 -10.32
H 11.50 14.53 -8.85
H 12.60 13.56 -9.77
H 9.48 8.55 -7.79
H 10.13 9.51 -6.52
H 7.11 9.04 -6.66
H 8.20 8.22 -5.62
H 8.01 9.99 -5.50
C -2.47 0.13 -12.40
C -2.60 -1.14 -11.58
O -3.32 -2.00 -12.35
P -2.53 -3.16 -13.23
O -1.73 -4.12 -12.38
O -3.87 -3.75 -14.01
C -3.81 -5.06 -14.48
C -5.25 -5.51 -14.53
O -1.70 -2.39 -14.38
C -0.29 -2.65 -14.65
C 0.59 -2.10 -13.51
H -2.11 0.93 -11.74
H -1.77 0.04 -13.23
H -3.46 0.36 -12.78
H -1.68 -1.59 -11.22
H -3.22 -0.83 -10.74
H -3.37 -5.10 -15.47
H -3.26 -5.73 -13.83
H -5.78 -5.40 -13.58
H -5.77 -4.92 -15.29
H -5.20 -6.56 -14.79
H -0.10 -3.69 -14.94
H -0.04 -2.08 -15.55
H 0.31 -2.49 -12.52
H 1.52 -2.57 -13.81
H 0.81 -1.04 -13.57
C -5.24 9.78 8.61
C -6.08 9.46 9.74
O -6.19 8.07 9.67
C -5.20 7.56 8.95
O -4.99 6.37 8.88
O -4.55 8.58 8.33
H -4.65 10.66 8.89
H -5.89 10.12 7.80
H -7.07 9.90 9.86
H -5.58 9.74 10.67
C 6.11 1.86 6.95
C 5.69 0.45 7.00
O 6.81 -0.22 6.48
C 7.49 0.62 5.79
O 8.43 0.30 5.05
O 6.92 1.83 5.82
H 6.57 2.14 7.89
H 5.26 2.50 6.72
H 4.79 0.24 6.42
H 5.43 0.09 7.99
C 4.87 -8.10 2.03
C 4.03 -8.35 0.83
O 2.87 -8.92 1.37
C 3.10 -9.32 2.62
O 2.27 -9.90 3.36
O 4.38 -9.04 2.92
H 4.89 -7.05 2.31
H 5.88 -8.36 1.71
H 4.50 -9.02 0.11
H 3.98 -7.49 0.16
C -9.36 -5.15 7.07
C -10.86 -5.12 7.44
O -11.35 -3.88 6.81
C -10.28 -3.04 6.61
O -10.36 -1.86 6.27
O -9.15 -3.73 6.83
H -9.25 -5.81 6.21
H -8.76 -5.47 7.92
H -11.09 -5.00 8.50
H -11.34 -6.05 7.13
C -3.86 -8.56 2.71
C -3.84 -7.56 3.87
O -4.13 -8.47 4.90
C -4.56 -9.64 4.49
O -4.89 -10.59 5.15
O -4.74 -9.59 3.15
H -2.90 -9.00 2.43
H -4.20 -8.06 1.80
H -4.57 -6.77 3.73
H -2.88 -7.06 4.03
C -0.95 12.16 1.84
C 0.20 11.79 0.97
O 0.49 10.44 1.34
C -0.35 10.04 2.30
O -0.44 8.93 2.71
O -1.11 11.08 2.70
H -1.90 12.24 1.32
H -0.76 13.10 2.35
H 1.06 12.45 1.06
H -0.14 11.78 -0.07
C -7.21 -5.61 -8.49
C -6.41 -5.40 -7.22
O -6.93 -4.21 -6.65
C -7.85 -3.65 -7.50
O -8.50 -2.64 -7.27
O -8.01 -4.43 -8.59
H -7.89 -6.46 -8.37
H -6.70 -5.70 -9.45
H -5.35 -5.40 -7.48
H -6.58 -6.22 -6.51
*
```

HOMO level in hartree: -0.38393
DFT total energy in eV: -219740.00188
Gap between HOMO and LUMO in eV: 10.61